[1]
An isolated molecule of C4H4N2 at a distorted geometry. Source: the Open Molecules 2025 dataset; level of theory: the ωB97M-V functional and the def2-TZVPD basis.

```
10
C4H4N2, DFT the ωB97M-V functional and the def2-TZVPD basis
C 2.202 -0.377 0.027
C 1.038 -0.076 0.103
C -0.415 0.135 0.290
N -1.282 -0.793 -0.426
C -0.825 1.545 0.117
N -1.169 2.646 0.191
H 3.240 -0.628 -0.026
H -0.627 0.014 1.358
H -1.221 -0.670 -1.433
H -0.963 -1.738 -0.226
```

Output
- maximum force (Eh/bohr) = 0.022
- energy relative to the best compared isomer or geometry (same formula, charge and spin) (kcal/mol) = 55.18
- HOMO level (eV) = -10.46
- total charge = 0
- structure (SMILES) = C#C[C@H](N)C#N
- frontier orbital gap (eV) = 11.07

Atom charges from the Mulliken analysis, given in e for atoms 1 to 6:
1. C 0.086
2. C -0.658
3. C 0.434
4. N -0.590
5. C 0.024
6. N -0.405

***

[2]
A structure of composition C34H57N4OP2Re at a distorted geometry. Source: the Open Molecules 2025 dataset; level of theory: the ωB97M-V functional and the def2-TZVPD basis.

```
99
C34H57N4OP2Re, DFT the ωB97M-V functional and the def2-TZVPD basis
C 0.297 -0.927 -2.551
C -1.936 -0.211 -2.021
C -0.051 -1.261 -3.856
C -2.303 -0.507 -3.384
C -1.388 -1.024 -4.272
H 0.697 -1.679 -4.535
H -3.339 -0.324 -3.685
H -1.690 -1.256 -5.300
N -0.591 -0.403 -1.656
P 2.203 0.238 -0.885
P -2.393 0.206 0.635
C 1.711 -1.140 -2.056
H 1.738 -2.062 -1.449
H 2.409 -1.275 -2.900
C 0.518 0.993 2.087
O 0.767 1.359 3.177
C -2.870 0.228 -1.074
H -3.920 0.287 -1.382
C -3.039 -1.485 1.333
C -3.377 1.593 1.526
C 3.788 -0.393 0.047
C 2.662 1.666 -2.080
C -2.383 -1.784 2.695
H -2.792 -1.147 3.494
H -2.580 -2.836 2.980
H -1.295 -1.623 2.666
C -4.569 -1.587 1.463
H -4.972 -0.950 2.267
H -5.072 -1.324 0.516
H -4.840 -2.633 1.705
C -2.612 -2.532 0.279
H -2.780 -3.548 0.686
H -3.212 -2.424 -0.639
H -1.555 -2.434 -0.010
C -3.358 1.382 3.052
H -2.328 1.248 3.425
H -3.780 2.280 3.542
H -3.966 0.520 3.369
C -2.704 2.942 1.228
H -1.696 2.999 1.667
H -2.633 3.128 0.145
H -3.317 3.747 1.676
C -4.824 1.683 0.997
H -5.409 0.767 1.163
H -5.340 2.511 1.518
H -4.829 1.912 -0.082
C 2.995 2.911 -1.233
H 3.221 3.758 -1.908
H 2.153 3.206 -0.592
H 3.879 2.750 -0.593
C 1.425 1.934 -2.972
H 1.327 1.164 -3.754
H 0.481 1.968 -2.415
H 1.565 2.912 -3.469
C 3.827 1.350 -3.047
H 3.796 2.086 -3.872
H 4.815 1.432 -2.575
H 3.732 0.349 -3.502
C 3.870 -1.928 -0.054
H 4.073 -2.265 -1.085
H 4.699 -2.284 0.586
H 2.945 -2.409 0.293
C 3.604 0.011 1.524
H 2.709 -0.459 1.961
H 4.491 -0.306 2.104
H 3.489 1.103 1.637
C 5.140 0.157 -0.447
H 5.386 -0.193 -1.460
H 5.186 1.257 -0.427
H 5.927 -0.218 0.234
Re 0.053 0.373 0.322
N 0.464 -1.617 0.930
C 0.680 -2.701 1.321
C 0.958 -4.069 1.798
C -0.183 -5.015 1.347
C 2.302 -4.535 1.178
C 1.041 -4.054 3.346
H -1.148 -4.704 1.778
H -0.277 -5.027 0.250
H 0.047 -6.037 1.695
H 3.135 -3.886 1.494
H 2.514 -5.564 1.514
H 2.248 -4.528 0.077
H 1.235 -5.079 3.704
H 1.853 -3.399 3.698
H 0.092 -3.703 3.785
N -1.667 2.742 -2.291
C -0.899 3.276 -1.216
C -0.931 4.693 -1.227
C -0.297 5.444 -0.278
C 0.384 4.795 0.704
C 0.416 3.403 0.734
N -0.203 2.540 -0.192
H -1.501 1.860 -2.729
H -2.238 3.362 -2.885
H -1.468 5.233 -1.999
H -0.329 6.526 -0.309
H 0.907 5.370 1.459
H 1.033 3.096 1.538
```

Output
- spin multiplicity = 4
- maximum force (Eh/bohr) = 0.111
- HOMO level (alpha / beta) (eV) = -16.55 / -16.88
- total charge = +3
- frontier orbital gap (alpha / beta) (eV) = 8.34 / 5.44
- expectation value of S² = 3.806

Atom charges from the Mulliken analysis, given in e for atoms 1 to 6:
1. C -0.012
2. C -0.802
3. C -0.834
4. C -0.735
5. C -1.109
6. H 0.620

***

[3]
A cluster of 7 separate species, C26H58BBrI2N6O10 in total at a distorted geometry. Source: the Open Molecules 2025 dataset; level of theory: the ωB97M-V functional and the def2-TZVPD basis.

```
104
C26H58BBrI2N6O10, DFT the ωB97M-V functional and the def2-TZVPD basis
C -1.322 3.529 0.713
C -1.078 4.695 -0.250
C -1.030 5.998 0.524
I -2.972 6.710 1.100
C -0.151 7.098 -0.119
C -0.384 7.207 -1.620
O -1.771 7.192 -1.968
C -2.247 8.354 -2.524
Br -2.203 9.891 -1.282
O 1.184 6.643 0.061
C 2.124 7.536 0.573
I 2.151 9.519 -0.339
C 2.095 7.575 2.096
B 0.875 8.312 2.795
O 0.111 7.596 3.709
O 0.491 9.602 2.554
H -0.562 3.589 1.484
H -1.267 2.569 0.224
H -2.264 3.643 1.234
H -0.103 4.512 -0.690
H -1.833 4.702 -1.028
H -0.534 5.781 1.459
H -0.395 8.018 0.403
H 0.080 8.092 -2.044
H 0.084 6.348 -2.085
H -3.288 8.206 -2.760
H -1.678 8.636 -3.402
H 3.087 7.155 0.273
H 3.028 8.024 2.431
H 2.121 6.538 2.414
H 0.672 7.243 4.420
H -0.473 9.603 2.402
C 0.027 -2.420 1.509
N -0.409 -1.037 1.459
C -0.698 -0.441 0.169
C -0.558 -0.284 2.561
O -0.923 0.879 2.563
H 0.948 -2.530 0.932
H -0.747 -3.058 1.075
H 0.202 -2.732 2.533
H -0.053 0.423 0.002
H -1.736 -0.101 0.136
H -0.529 -1.175 -0.615
H -0.316 -0.828 3.485
C -1.967 -4.498 -2.840
N -0.710 -4.485 -2.104
C -0.424 -5.569 -1.179
C 0.189 -3.506 -2.236
O 1.247 -3.436 -1.628
H -2.802 -4.490 -2.127
H -2.024 -5.397 -3.458
H -2.032 -3.622 -3.483
H -0.286 -5.176 -0.172
H 0.494 -6.080 -1.474
H -1.250 -6.274 -1.183
H -0.120 -2.731 -2.960
C -0.720 -4.243 7.287
N -0.754 -3.562 6.006
C 0.346 -2.680 5.655
C -1.775 -3.728 5.147
O -1.887 -3.203 4.054
H -0.690 -3.513 8.098
H 0.164 -4.879 7.349
H -1.607 -4.862 7.404
H -0.025 -1.669 5.489
H 0.828 -3.025 4.740
H 1.074 -2.667 6.461
H -2.544 -4.417 5.538
C -6.338 -2.178 0.877
N -5.740 -3.423 0.431
C -5.947 -4.631 1.214
C -4.998 -3.498 -0.680
O -4.470 -4.518 -1.095
H -5.963 -1.918 1.868
H -7.423 -2.280 0.921
H -6.088 -1.375 0.187
H -4.987 -5.027 1.546
H -6.437 -5.390 0.604
H -6.564 -4.403 2.078
H -4.896 -2.531 -1.200
C 4.889 -0.437 -3.372
N 4.751 -0.818 -1.981
C 3.648 -1.685 -1.590
C 5.611 -0.398 -1.035
O 5.541 -0.689 0.143
H 3.998 0.102 -3.703
H 5.016 -1.325 -3.996
H 5.756 0.207 -3.499
H 3.024 -1.183 -0.852
H 4.036 -2.600 -1.143
H 3.048 -1.934 -2.458
H 6.409 0.252 -1.435
C 2.489 -4.697 -3.944
N 3.619 -4.701 -4.859
C 4.801 -5.474 -4.522
C 3.612 -4.008 -6.012
O 4.531 -3.972 -6.807
H 2.800 -4.312 -2.980
H 2.117 -5.719 -3.822
H 1.689 -4.074 -4.335
H 5.671 -4.820 -4.459
H 4.993 -6.220 -5.294
H 4.651 -5.970 -3.567
H 2.670 -3.454 -6.176
```

Output
- maximum force (Eh/bohr) = 0.030
- HOMO level (eV) = -8.80
- total charge = 0
- structure (SMILES) = CC[C@H](I)[C@H](COCBr)O[C@@H](I)CB(O)O.CN(C)C=O.CN(C)C=O.CN(C)C=O.CN(C)C=O.CN(C)C=O.CN(C)C=O
- frontier orbital gap (eV) = 9.17

Atom charges from the Mulliken analysis, given in e for atoms 1 to 6:
1. C -1.194
2. C -0.242
3. C -0.895
4. I 0.097
5. C 0.470
6. C -1.037